Entry 1:
C3H9NO | ωB97M-V with the def2-TZVPD basis set

Calculated values
**SMILES**: C=CNC.O
**LUMO level**: 0.9 eV
**E_tot**: -6793.0221 eV
**Highest occupied orbital energy**: -8.38 eV

Positions of all 14 atoms, in Å:
O (2.661, 0.001, -2.867)
N (-0.088, 0.261, 0.645)
C (-1.281, -1.244, 2.196)
C (-1.217, -0.368, 1.199)
C (-0.425, 1.045, -0.546)
H (-1.061, 0.416, -1.165)
H (0.434, 0.823, 1.301)
H (-2.162, -0.018, 0.807)
H (2.991, 0.052, -1.963)
H (0.424, 1.183, -1.226)
H (-0.767, 2.058, -0.329)
H (3.248, -0.689, -3.073)
H (-0.509, -1.798, 2.712)
H (-2.248, -1.723, 2.307)

=====

Entry 2:
C3H9NO | ωB97M-V with the def2-TZVPD basis set

Calculated values
**Spin multiplicity**: 2
**Total charge**: +1
**LUMO level (spin up / spin down)**: -5.5 / -10.1 eV
**E_tot**: -6784.2795 eV
**Highest occupied orbital energy (spin up / spin down)**: -13.18 / -13.18 eV

Positions of all 14 atoms, in Å:
O (3.972, 0.034, 2.775)
N (5.531, 1.564, 3.509)
C (-4.491, -0.833, -2.162)
C (-3.007, -1.161, -2.450)
C (4.592, 1.110, 2.711)
H (-2.572, -1.845, -1.730)
H (5.439, 1.180, 4.447)
H (-5.086, -0.752, -3.069)
H (-4.572, 0.079, -1.579)
H (-4.905, -1.666, -1.595)
H (5.997, 2.453, 3.383)
H (-2.932, -1.558, -3.460)
H (4.427, 1.658, 1.772)
H (-2.392, -0.263, -2.550)

=====

Entry 3:
C3H9NO2 | ωB97M-V with the def2-TZVPD basis set

Calculated values
**SMILES**: CC(N)=O.CO
**LUMO level**: 0.7 eV
**E_tot**: -8841.5807 eV
**Highest occupied orbital energy**: -10.22 eV

Positions of all 15 atoms, in Å:
O (-1.076, -1.372, -1.104)
O (1.124, 1.580, 1.814)
N (1.949, 0.658, -0.105)
C (-0.211, 1.746, -0.184)
C (-1.192, -2.061, 0.155)
C (0.975, 1.284, 0.657)
H (-0.545, -0.606, -0.870)
H (-0.497, 0.996, -0.909)
H (2.630, 0.072, 0.363)
H (-0.007, 2.701, -0.649)
H (-1.091, 1.880, 0.451)
H (-0.612, -3.003, 0.088)
H (1.737, 0.147, -0.953)
H (-0.964, -1.600, 1.113)
H (-2.221, -2.423, 0.133)

=====

Entry 4:
C3H9NO2 | ωB97M-V with the def2-TZVPD basis set

Calculated values
**SMILES**: NCCC=O.O
**LUMO level**: 0.7 eV
**E_tot**: -8840.7155 eV
**Highest occupied orbital energy**: -9.19 eV

Positions of all 15 atoms, in Å:
O (-2.262, 0.159, -0.690)
O (-0.092, -0.879, 2.567)
N (1.664, -0.730, -1.068)
C (-0.031, 1.056, -0.667)
C (-1.100, 0.041, -0.422)
C (1.422, 0.553, -0.385)
H (2.154, 1.181, -0.880)
H (1.415, 0.297, 0.663)
H (0.029, 0.008, 2.936)
H (1.568, -1.603, -0.575)
H (-0.713, -0.861, 0.090)
H (-0.030, 1.608, -1.607)
H (1.466, -0.864, -2.044)
H (-0.272, -0.705, 1.632)
H (-0.184, 1.847, 0.084)

=====

Entry 5:
C3H9NO2 | ωB97M-V with the def2-TZVPD basis set

Calculated values
**SMILES**: CC(=O)O.CN
**LUMO level**: 0.5 eV
**E_tot**: -8840.0649 eV
**Highest occupied orbital energy**: -8.44 eV

Positions of all 15 atoms, in Å:
O (-2.995, 0.588, -0.725)
O (-1.088, -0.703, -0.556)
N (1.781, -0.369, 0.865)
C (1.997, -1.751, 1.008)
C (-1.079, 1.676, -1.006)
C (-1.657, 0.311, -0.841)
H (2.248, -2.067, 1.949)
H (-3.582, 0.123, -0.033)
H (1.306, 0.080, 1.559)
H (-0.280, 2.055, -1.622)
H (-0.528, 2.119, -0.085)
H (-1.980, 2.313, -1.478)
H (1.554, -0.171, -0.031)
H (2.993, -1.821, 0.532)
H (1.310, -2.384, 0.462)

=====

Entry 6:
C3H9NO2 | ωB97M-V with the def2-TZVPD basis set

Calculated values
**SMILES**: CC(N)=O.CO
**LUMO level**: 0.7 eV
**E_tot**: -8841.7376 eV
**Highest occupied orbital energy**: -9.93 eV

Positions of all 15 atoms, in Å:
O (-1.167, 0.900, 0.637)
O (2.905, 0.012, -2.496)
N (-0.212, -0.997, 1.277)
C (2.073, 1.159, -2.442)
C (-2.525, -0.492, 2.004)
C (-1.276, -0.173, 1.224)
H (-3.204, -0.981, 1.291)
H (-2.345, -1.163, 2.846)
H (1.191, 1.041, -1.805)
H (1.851, 1.337, -3.505)
H (2.654, 1.995, -2.048)
H (-0.080, -1.761, 1.919)
H (-2.974, 0.407, 2.416)
H (2.505, -0.826, -2.352)
H (0.602, -0.458, 1.032)

=====

Entry 7:
C3H9NO2 | ωB97M-V with the def2-TZVPD basis set

Calculated values
**SMILES**: CC(=O)O.CN
**LUMO level**: 0.7 eV
**E_tot**: -8841.3684 eV
**Highest occupied orbital energy**: -8.61 eV

Positions of all 15 atoms, in Å:
O (1.671, 1.317, 1.942)
O (0.619, -0.668, 1.783)
N (-1.290, -0.894, -1.495)
C (0.077, -1.407, -1.321)
C (0.635, 0.518, 1.583)
C (-0.326, 1.291, 0.737)
H (-0.175, 2.376, 0.834)
H (-1.403, 1.361, 0.905)
H (0.456, -1.521, -2.347)
H (0.165, -2.437, -0.982)
H (-1.659, -0.759, -2.393)
H (-1.581, -0.451, -0.651)
H (-0.136, 1.150, -0.323)
H (2.303, 0.799, 2.502)
H (0.643, -0.675, -0.774)

=====

Entry 8:
C3H9NO2 | ωB97M-V with the def2-TZVPD basis set

Calculated values
**SMILES**: CNC(C)=O.O
**LUMO level**: 0.8 eV
**E_tot**: -8840.1444 eV
**Highest occupied orbital energy**: -9.69 eV

Positions of all 15 atoms, in Å:
O (-0.190, -1.030, -0.211)
O (-3.697, -0.584, -0.059)
N (1.580, 0.383, -0.077)
C (2.407, -0.924, 0.027)
C (-0.663, 1.379, -0.021)
C (0.168, 0.212, -0.207)
H (-2.773, -0.674, -0.111)
H (2.123, 1.287, -0.160)
H (3.084, -1.293, -0.776)
H (-1.431, 1.487, -0.895)
H (-4.254, -1.418, 0.461)
H (1.923, -1.755, 0.135)
H (-0.193, 2.306, -0.023)
H (-1.130, 1.470, 0.943)
H (3.046, -0.847, 0.975)

=====

Entry 9:
C3H9NO2 | ωB97M-V with the def2-TZVPD basis set

Calculated values
**SMILES**: NCCO.C=O
**LUMO level**: 0.6 eV
**E_tot**: -8840.2533 eV
**Highest occupied orbital energy**: -9.86 eV

Positions of all 15 atoms, in Å:
O (-2.003, 2.054, -2.748)
O (-1.346, -0.739, 0.748)
N (2.409, -0.039, 0.617)
C (-2.088, 0.969, -2.156)
C (0.028, -0.945, 0.432)
C (0.992, 0.096, 1.130)
H (0.333, -2.003, 0.662)
H (-1.582, 0.060, -2.561)
H (2.529, -0.990, 0.308)
H (3.056, 0.120, 1.366)
H (0.089, -0.779, -0.650)
H (0.700, 1.127, 0.931)
H (-1.397, 0.257, 0.877)
H (-2.598, 0.883, -1.176)
H (0.879, -0.070, 2.222)

=====

Entry 10:
C3H9NO2 | ωB97M-V with the def2-TZVPD basis set

Calculated values
**LUMO level**: -3.4 eV
**E_tot**: -8836.8311 eV
**Highest occupied orbital energy**: -8.17 eV

Positions of all 15 atoms, in Å:
O (3.653, -0.439, 0.184)
O (1.599, 0.920, -0.720)
N (-0.025, 0.001, 1.236)
C (-2.114, -0.414, 0.085)
C (-1.326, -0.502, 1.247)
C (-1.925, 0.225, -1.095)
H (1.664, 1.659, -1.329)
H (-0.028, 0.994, 1.488)
H (-2.661, 0.146, -1.875)
H (3.558, -1.337, -0.140)
H (-0.993, 0.780, -1.209)
H (0.209, 0.132, 0.218)
H (-3.068, -0.918, 0.218)
H (-1.466, -1.359, 1.911)
H (2.924, 0.113, -0.218)

=====

Entry 11:
C3H9NO2 | ωB97M-V with the def2-TZVPD basis set

Calculated values
**SMILES**: CCC(N)=O.O
**LUMO level**: 0.8 eV
**E_tot**: -8841.7384 eV
**Highest occupied orbital energy**: -10.06 eV

Positions of all 15 atoms, in Å:
O (-1.314, 0.559, -0.009)
O (0.171, 2.108, 2.526)
N (-1.634, -1.490, -1.152)
C (1.416, 0.338, 0.014)
C (0.573, -0.591, -0.858)
C (-0.915, -0.399, -0.653)
H (0.807, 0.597, 0.937)
H (-1.373, -2.058, -1.869)
H (0.950, -0.503, -1.873)
H (-2.624, -1.551, -1.056)
H (1.486, 1.336, -0.391)
H (-0.667, 2.171, 2.103)
H (0.120, 1.154, 2.634)
H (0.566, -1.664, -0.413)
H (2.438, -0.009, 0.060)

=====

Entry 12:
C3H9NO2 | ωB97M-V with the def2-TZVPD basis set

Calculated values
**SMILES**: CC(N)=O.CO
**LUMO level**: 0.6 eV
**E_tot**: -8841.9498 eV
**Highest occupied orbital energy**: -9.72 eV

Positions of all 15 atoms, in Å:
O (-1.003, -1.537, 0.152)
O (0.657, 2.890, 0.163)
N (0.885, 0.680, 0.337)
C (-0.144, -2.216, 1.064)
C (0.394, 1.802, -0.275)
C (-0.308, 1.552, -1.589)
H (-1.437, -0.857, 0.625)
H (-0.251, -3.298, 0.982)
H (1.321, 0.760, 1.230)
H (0.571, -0.253, 0.087)
H (0.436, 1.390, -2.366)
H (0.908, -2.079, 0.790)
H (-0.869, 0.618, -1.557)
H (-0.888, 2.457, -1.742)
H (-0.270, -1.909, 2.101)

=====

Entry 13:
C3H9NO2 | ωB97M-V with the def2-TZVPD basis set

Calculated values
**SMILES**: CC(=O)O.CN
**LUMO level**: 0.6 eV
**E_tot**: -8839.7309 eV
**Highest occupied orbital energy**: -9.27 eV

Positions of all 15 atoms, in Å:
O (2.102, -1.753, -0.056)
O (0.651, -1.816, 1.661)
N (-0.312, 3.352, -0.196)
C (0.045, -2.687, -0.515)
C (-1.215, 2.251, 0.073)
C (0.935, -2.118, 0.497)
H (2.551, -1.488, 0.546)
H (-0.779, -1.954, -0.556)
H (-2.174, 2.624, -0.368)
H (-0.261, -3.886, -0.542)
H (-1.016, 1.285, -0.451)
H (0.393, -2.818, -1.536)
H (0.576, 3.132, -0.386)
H (-0.298, 3.819, 0.694)
H (-1.198, 2.059, 1.138)

=====

Entry 14:
C3H9NO2 | ωB97M-V with the def2-TZVPD basis set

Calculated values
**SMILES**: CC=O.NCO
**LUMO level**: 0.6 eV
**E_tot**: -8840.1351 eV
**Highest occupied orbital energy**: -9.78 eV

Positions of all 15 atoms, in Å:
O (-0.726, -2.268, 0.469)
O (0.640, 1.753, -1.551)
N (2.299, 0.205, -0.392)
C (1.403, 0.454, -1.600)
C (-0.890, -1.305, 1.238)
C (-2.261, -0.338, 1.279)
H (-2.732, -0.366, 0.300)
H (0.659, -0.401, -1.503)
H (-0.234, -1.169, 2.105)
H (-1.877, 0.601, 1.498)
H (1.871, 0.638, 0.471)
H (3.178, 0.710, -0.473)
H (-0.320, 1.503, -1.354)
H (1.879, 0.539, -2.579)
H (-2.890, -0.555, 2.092)

=====

Entry 15:
C3H9NO2 | ωB97M-V with the def2-TZVPD basis set

Calculated values
**SMILES**: CC(=O)O.CN
**LUMO level**: 0.9 eV
**E_tot**: -8842.2713 eV
**Highest occupied orbital energy**: -9.52 eV

Positions of all 15 atoms, in Å:
O (0.313, -1.680, 0.330)
O (1.566, 0.102, -0.189)
N (-1.464, 2.134, 0.291)
C (2.028, -1.919, -1.322)
C (-1.863, 1.092, 1.214)
C (1.205, -1.178, -0.305)
H (2.614, -1.222, -1.911)
H (-1.459, 0.130, 0.893)
H (-2.026, 2.965, 0.417)
H (-2.939, 0.966, 1.377)
H (1.330, -2.464, -1.941)
H (-1.424, 1.225, 2.192)
H (2.754, -2.559, -0.829)
H (0.999, 0.569, 0.444)
H (-1.634, 1.839, -0.661)

=====

Entry 16:
C3H9NO2 | ωB97M-V with the def2-TZVPD basis set

Calculated values
**SMILES**: CNC(C)=O.O
**LUMO level**: 0.8 eV
**E_tot**: -8841.4539 eV
**Highest occupied orbital energy**: -9.73 eV

Positions of all 15 atoms, in Å:
O (0.170, -1.084, -0.289)
O (3.359, -0.521, -0.021)
N (-1.552, 0.309, -0.136)
C (-0.226, 0.105, -0.242)
C (0.675, 1.288, -0.148)
C (-2.424, -0.744, 0.044)
H (4.233, -1.081, 0.234)
H (1.438, 1.330, -0.987)
H (-3.204, -0.577, 0.816)
H (2.525, -1.082, 0.074)
H (-1.769, 1.283, 0.324)
H (0.305, 2.319, 0.122)
H (-1.861, -1.696, 0.335)
H (1.319, 1.082, 0.813)
H (-2.988, -0.930, -0.941)

=====

Entry 17:
C3H9NO2 | ωB97M-V with the def2-TZVPD basis set

Calculated values
**SMILES**: C=CO.NCO
**LUMO level**: 0.7 eV
**E_tot**: -8839.8052 eV
**Highest occupied orbital energy**: -8.82 eV

Positions of all 15 atoms, in Å:
O (1.166, -1.719, 0.158)
O (-1.214, -0.822, -0.934)
N (1.446, 0.683, 0.728)
C (-2.555, 1.178, -1.236)
C (-2.128, 0.089, -0.497)
C (1.987, -0.750, 0.833)
H (-0.564, -0.826, -0.183)
H (-2.676, -0.173, 0.315)
H (0.692, 0.952, 1.368)
H (2.278, 1.373, 0.666)
H (1.591, -1.847, -0.725)
H (2.917, -0.625, 0.282)
H (-1.948, 1.652, -2.000)
H (-3.192, 1.817, -0.676)
H (2.199, -0.983, 1.900)